Record 1
Formula: C38H48BrMgN2O2PS2SeSi
Source: the OMol25 dataset
Level of theory: ωB97M-V/def2-TZVPD

Geometry (Å):
Mg (-0.706, 0.402, -1.245)
C (3.022, -0.724, -2.267)
O (1.975, 0.204, -2.050)
C (2.318, 1.515, -1.922)
C (3.590, 1.955, -1.637)
C (3.811, 3.330, -1.517)
Br (5.578, 3.937, -1.126)
C (2.797, 4.234, -1.672)
C (1.501, 3.779, -1.959)
C (1.217, 2.406, -2.097)
O (0.042, 1.928, -2.392)
C (0.448, 4.789, -2.099)
N (0.655, 6.083, -2.242)
C (-0.608, 6.640, -2.271)
C (-1.005, 7.971, -2.398)
C (-2.359, 8.252, -2.388)
C (-3.318, 7.235, -2.255)
C (-2.947, 5.908, -2.131)
C (-1.584, 5.637, -2.143)
N (-0.874, 4.469, -2.041)
H (3.660, -0.386, -3.089)
H (2.540, -1.664, -2.524)
H (3.633, -0.856, -1.369)
H (4.405, 1.259, -1.498)
H (2.958, 5.298, -1.581)
H (-2.240, 2.053, -2.565)
H (-0.264, 8.755, -2.499)
H (-2.691, 9.280, -2.483)
H (-4.370, 7.496, -2.249)
H (-3.674, 5.112, -2.029)
H (-1.229, 3.531, -1.929)
Se (-3.116, 1.315, -1.611)
S (-0.155, -5.061, -4.341)
P (-0.180, -4.289, -2.521)
S (-0.154, -2.312, -2.284)
C (1.223, -5.009, -1.566)
C (1.505, -6.368, -1.696)
C (2.545, -6.939, -0.983)
C (3.325, -6.157, -0.137)
C (3.054, -4.804, -0.010)
C (2.005, -4.234, -0.722)
C (-1.605, -4.967, -1.575)
C (-1.786, -4.592, -0.246)
C (-2.854, -5.083, 0.485)
C (-3.759, -5.955, -0.109)
C (-3.585, -6.332, -1.432)
C (-2.508, -5.841, -2.163)
H (0.909, -6.964, -2.377)
H (2.757, -7.997, -1.091)
H (4.143, -6.603, 0.417)
H (3.654, -4.184, 0.646)
H (1.787, -3.178, -0.632)
H (-1.092, -3.896, 0.207)
H (-2.990, -4.770, 1.514)
H (-4.602, -6.333, 0.458)
H (-4.292, -7.006, -1.901)
H (-2.358, -6.122, -3.198)
C (2.312, -0.814, 1.081)
C (1.120, -0.905, 2.043)
C (1.629, -0.712, 3.475)
C (0.618, -2.347, 1.907)
Si (-0.273, 0.336, 1.414)
C (0.205, 2.137, 2.048)
C (0.000, 2.402, 3.546)
C (-0.614, 3.162, 1.251)
C (1.673, 2.452, 1.727)
C (-1.968, -0.193, 2.280)
C (-1.865, -0.619, 3.751)
C (-2.582, -1.351, 1.479)
C (-2.997, 0.945, 2.216)
H (3.105, -1.508, 1.400)
H (2.746, 0.184, 1.016)
H (1.991, -1.100, 0.080)
H (2.337, -1.515, 3.728)
H (0.822, -0.741, 4.209)
H (2.158, 0.234, 3.598)
H (1.444, -3.049, 2.090)
H (0.253, -2.526, 0.892)
H (-0.179, -2.592, 2.608)
H (-1.046, 2.319, 3.841)
H (0.325, 3.425, 3.787)
H (0.578, 1.718, 4.169)
H (-1.690, 3.022, 1.329)
H (-0.355, 3.101, 0.193)
H (-0.374, 4.180, 1.588)
H (2.371, 1.865, 2.326)
H (1.873, 3.511, 1.937)
H (1.904, 2.286, 0.672)
H (-1.269, -1.522, 3.887)
H (-2.870, -0.831, 4.143)
H (-1.429, 0.165, 4.374)
H (-1.939, -2.228, 1.432)
H (-2.802, -1.049, 0.452)
H (-3.532, -1.659, 1.941)
H (-2.729, 1.790, 2.851)
H (-3.968, 0.569, 2.569)
H (-3.136, 1.311, 1.198)

HOMO energy   -2.27 eV
Energy relative to the best compared isomer or geometry (same formula, charge and spin)   0.534 eV
Total charge   -2
E_LUMO   3.868 eV
Orbital gap   6.1 eV

***

Record 2
Formula: C38H48ClN5OSTi
Source: the OMol25 dataset
Level of theory: ωB97M-V/def2-TZVPD

Geometry (Å):
Ti (-1.280, 0.982, -0.192)
C (-4.192, 0.800, 1.129)
C (-3.239, 0.150, 2.152)
N (-2.176, -0.585, 1.437)
C (-2.666, -1.911, 0.997)
C (-2.241, -2.250, -0.439)
N (-1.903, -1.039, -1.213)
C (-2.995, -0.556, -2.084)
C (-4.107, 0.002, -1.225)
N (-3.556, 0.957, -0.218)
H (-4.489, 1.773, 1.511)
H (-5.104, 0.215, 1.019)
H (-3.804, -0.510, 2.813)
H (-2.777, 0.915, 2.765)
H (-1.387, -0.698, 2.069)
H (-3.753, -1.904, 1.062)
H (-2.321, -2.694, 1.673)
H (-3.035, -2.812, -0.937)
H (-1.366, -2.896, -0.419)
H (-1.128, -1.285, -1.819)
H (-3.386, -1.350, -2.726)
H (-2.591, 0.229, -2.729)
H (-4.610, -0.811, -0.704)
H (-4.850, 0.488, -1.857)
H (-3.780, 1.891, -0.560)
C (4.490, -2.392, -0.892)
C (5.116, -2.294, 0.502)
C (5.137, -3.700, 1.123)
C (6.552, -1.776, 0.344)
C (4.316, -1.378, 1.425)
C (4.820, -1.076, 2.708)
C (4.141, -0.259, 3.585)
C (2.911, 0.254, 3.185)
S (1.873, 1.352, 4.019)
C (0.777, 1.316, 2.655)
N (1.126, 0.519, 1.697)
C (2.359, -0.060, 1.941)
C (3.089, -0.862, 1.059)
C (-0.405, 2.202, 2.592)
C (-0.662, 3.064, 3.666)
C (-1.712, 3.963, 3.647)
C (-2.526, 4.020, 2.524)
C (-2.290, 3.152, 1.471)
C (-1.239, 2.225, 1.465)
H (5.139, -2.989, -1.534)
H (4.383, -1.407, -1.353)
H (3.514, -2.886, -0.858)
H (5.647, -4.398, 0.457)
H (4.119, -4.062, 1.290)
H (5.659, -3.705, 2.080)
H (7.113, -2.440, -0.315)
H (7.082, -1.735, 1.295)
H (6.559, -0.776, -0.093)
H (5.776, -1.478, 3.015)
H (4.559, -0.012, 4.552)
H (2.689, -1.059, 0.074)
H (-0.020, 3.044, 4.534)
H (-1.888, 4.615, 4.492)
H (-3.339, 4.732, 2.469)
H (-2.948, 3.239, 0.621)
O (0.426, 0.457, -0.864)
C (1.361, 0.546, -1.965)
C (1.029, -0.493, -3.001)
C (1.581, -1.861, -2.638)
C (1.336, -2.350, -1.233)
C (1.505, -3.700, -0.931)
C (1.414, -4.122, 0.381)
C (1.168, -3.185, 1.383)
C (0.994, -1.871, 1.013)
N (1.055, -1.462, -0.264)
H (0.684, -0.526, -0.472)
H (1.323, 1.556, -2.365)
H (2.364, 0.388, -1.565)
H (1.472, -0.198, -3.955)
H (-0.049, -0.503, -3.193)
H (2.668, -1.854, -2.770)
H (1.212, -2.596, -3.356)
H (1.724, -4.402, -1.725)
H (1.546, -5.167, 0.628)
H (1.125, -3.473, 2.424)
H (0.822, -1.088, 1.745)
Cl (-1.640, 1.868, -4.433)
C (-2.698, 2.924, -3.521)
C (-3.771, 3.476, -4.200)
C (-4.568, 4.418, -3.570)
C (-4.248, 4.833, -2.286)
C (-3.161, 4.279, -1.627)
C (-2.374, 3.271, -2.203)
C (-1.202, 2.673, -1.495)
H (-3.962, 3.193, -5.226)
H (-5.406, 4.856, -4.096)
H (-4.829, 5.608, -1.806)
H (-2.882, 4.670, -0.660)
H (-0.728, 3.423, -0.857)
H (-0.473, 2.360, -2.243)

HOMO energy   -13.28 eV
Energy relative to the best compared isomer or geometry (same formula, charge and spin)   4.468 eV
Total charge   +2
E_LUMO   -5.797 eV
Orbital gap   7.5 eV

***

Record 3
Formula: C38H49BClF4NNbO6S
Source: the OMol25 dataset
Level of theory: ωB97M-V/def2-TZVPD

Geometry (Å):
C (1.422, 1.309, 9.120)
C (1.464, 1.443, 7.668)
C (1.222, 2.864, 7.073)
O (1.357, 3.840, 7.855)
O (0.918, 3.160, 5.735)
C (0.499, 1.991, 4.987)
C (-0.428, 2.546, 3.775)
C (0.379, 2.775, 2.419)
C (0.224, 1.495, 1.471)
C (1.100, 1.677, 0.129)
C (1.478, 0.273, -0.555)
Nb (3.520, 0.385, -1.641)
S (4.083, -2.003, -1.077)
Cl (2.892, 2.764, -2.224)
C (4.590, 1.179, 0.205)
N (4.200, 0.512, 1.491)
C (2.445, -0.258, -3.555)
C (3.330, -1.198, -4.530)
C (2.324, -2.244, -5.211)
O (2.694, -3.393, -5.565)
O (0.970, -1.923, -5.489)
B (5.444, 0.702, -2.868)
O (6.283, -0.455, -3.166)
O (5.897, 1.970, -3.414)
C (6.442, 2.822, -2.389)
H (2.365, 1.340, 9.764)
H (0.450, 1.113, 9.694)
H (1.624, 0.493, 7.074)
H (-0.154, 1.266, 5.562)
H (1.403, 1.509, 4.488)
H (-0.926, 3.511, 4.151)
H (-1.254, 1.778, 3.638)
H (-0.102, 3.676, 1.876)
H (1.453, 3.070, 2.630)
H (-0.883, 1.339, 1.213)
H (0.586, 0.598, 2.075)
H (2.013, 2.292, 0.442)
H (0.533, 2.340, -0.613)
H (0.683, 0.077, -1.351)
H (1.457, -0.596, 0.199)
H (3.300, -2.285, 0.030)
H (4.288, 2.284, 0.309)
H (5.735, 1.171, 0.090)
H (3.710, -0.375, 1.334)
H (5.034, 0.357, 2.077)
H (1.491, -0.804, -3.268)
H (2.216, 0.701, -4.143)
H (4.168, -1.748, -4.009)
H (3.723, -0.533, -5.369)
H (0.556, -2.664, -5.976)
H (6.157, -0.615, -4.126)
H (5.652, 3.259, -1.686)
H (6.945, 3.699, -2.932)
H (7.248, 2.333, -1.751)
F (-1.879, 3.843, 1.252)
C (-3.115, 3.405, 0.972)
C (-3.430, 3.045, -0.328)
C (-4.711, 2.586, -0.617)
C (-5.663, 2.502, 0.396)
C (-5.336, 2.872, 1.697)
C (-4.053, 3.320, 1.989)
H (-2.678, 3.125, -1.103)
H (-4.966, 2.294, -1.630)
H (-6.664, 2.148, 0.169)
H (-6.080, 2.810, 2.483)
H (-3.777, 3.604, 2.998)
F (-5.553, 2.016, -3.819)
C (-6.790, 1.577, -4.100)
C (-7.104, 1.217, -5.401)
C (-8.384, 0.758, -5.691)
C (-9.338, 0.674, -4.680)
C (-9.012, 1.043, -3.379)
C (-7.729, 1.492, -3.085)
H (-6.351, 1.297, -6.175)
H (-8.639, 0.466, -6.704)
H (-10.338, 0.320, -4.908)
H (-9.757, 0.981, -2.593)
H (-7.455, 1.776, -2.076)
F (-0.504, -5.672, -11.630)
C (0.074, -5.358, -10.456)
C (-0.649, -5.498, -9.283)
C (-0.049, -5.178, -8.069)
C (1.263, -4.713, -8.044)
C (1.977, -4.572, -9.230)
C (1.382, -4.902, -10.443)
H (-1.672, -5.854, -9.323)
H (-0.603, -5.292, -7.144)
H (1.730, -4.459, -7.096)
H (2.998, -4.205, -9.209)
H (1.926, -4.806, -11.375)
F (0.513, -1.209, 8.616)
C (0.536, -2.246, 9.470)
C (0.835, -2.021, 10.805)
C (0.853, -3.093, 11.689)
C (0.584, -4.379, 11.228)
C (0.290, -4.593, 9.885)
C (0.260, -3.520, 9.001)
H (1.050, -1.015, 11.144)
H (1.078, -2.928, 12.737)
H (0.603, -5.216, 11.918)
H (0.084, -5.595, 9.526)
H (0.025, -3.666, 7.954)

HOMO energy   -4.42 eV
Total charge   -1
E_LUMO   0.088 eV
Orbital gap   4.5 eV

***

Record 4
Formula: C38H49Br2Cl3N4O7P2SScSi
Source: the OMol25 dataset
Level of theory: ωB97M-V/def2-TZVPD

Geometry (Å):
Sc (-0.047, 0.663, 1.115)
Br (3.053, 3.583, 3.805)
C (1.904, 2.264, 4.504)
C (1.812, 2.121, 5.907)
C (0.972, 1.203, 6.457)
Br (0.880, 1.051, 8.333)
C (0.168, 0.375, 5.627)
C (-0.753, -0.590, 6.087)
C (-1.489, -1.311, 5.188)
C (-1.305, -1.074, 3.818)
N (-0.450, -0.202, 3.343)
C (0.286, 0.534, 4.237)
C (1.159, 1.491, 3.657)
O (1.189, 1.576, 2.340)
H (2.414, 2.755, 6.542)
H (-0.875, -0.742, 7.151)
H (-2.210, -2.049, 5.511)
H (-1.898, -1.623, 3.095)
C (5.326, 2.019, 0.767)
C (3.859, 1.754, 0.550)
C (3.102, 2.921, -0.022)
O (3.770, 0.641, -0.436)
P (2.821, -0.585, -0.321)
O (1.743, -0.416, 0.701)
C (2.188, -0.792, -1.991)
P (0.678, 0.139, -2.308)
O (-0.087, 0.417, -1.052)
O (-0.245, -0.715, -3.224)
C (-0.038, -1.282, -4.574)
C (0.355, -2.733, -4.426)
C (0.929, -0.470, -5.405)
O (1.176, 1.423, -3.018)
C (0.388, 2.692, -3.048)
C (-0.929, 2.485, -3.755)
C (1.282, 3.702, -3.711)
O (3.685, -1.855, -0.097)
C (4.329, -2.100, 1.219)
C (5.603, -2.843, 0.911)
C (3.371, -2.848, 2.106)
H (5.440, 2.792, 1.528)
H (5.801, 2.363, -0.152)
H (5.843, 1.124, 1.114)
H (3.380, 1.417, 1.467)
H (3.558, 3.257, -0.956)
H (3.097, 3.746, 0.692)
H (2.058, 2.663, -0.210)
H (1.996, -1.853, -2.145)
H (2.962, -0.457, -2.684)
H (-1.034, -1.218, -5.007)
H (1.371, -2.839, -4.039)
H (0.330, -3.213, -5.405)
H (-0.339, -3.261, -3.771)
H (1.952, -0.540, -5.028)
H (0.650, 0.581, -5.452)
H (0.922, -0.872, -6.418)
H (0.223, 2.958, -2.004)
H (-0.776, 2.275, -4.816)
H (-1.516, 3.399, -3.660)
H (-1.520, 1.683, -3.309)
H (1.499, 3.406, -4.740)
H (2.220, 3.814, -3.168)
H (0.778, 4.669, -3.729)
H (4.561, -1.121, 1.648)
H (5.376, -3.803, 0.444)
H (6.147, -3.031, 1.837)
H (6.244, -2.270, 0.242)
H (3.081, -3.791, 1.643)
H (2.472, -2.267, 2.308)
H (3.865, -3.065, 3.055)
S (-6.951, 0.948, 0.428)
C (-5.212, 0.757, 0.586)
C (-4.667, 0.860, 1.865)
C (-3.305, 0.739, 2.029)
N (-2.460, 0.519, 1.011)
C (-2.997, 0.412, -0.213)
C (-4.345, 0.507, -0.472)
C (-7.113, 1.223, -1.314)
C (-7.687, 0.255, -2.121)
C (-7.798, 0.514, -3.482)
N (-7.372, 1.638, -4.056)
C (-6.829, 2.562, -3.261)
C (-6.683, 2.410, -1.891)
H (-5.290, 1.075, 2.723)
H (-2.864, 0.873, 3.006)
H (-2.302, 0.263, -1.029)
H (-4.698, 0.424, -1.490)
H (-8.040, -0.678, -1.704)
H (-8.246, -0.223, -4.138)
H (-6.499, 3.476, -3.742)
H (-6.239, 3.194, -1.289)
N (-0.817, -1.865, 0.625)
C (-0.159, -3.125, 0.727)
C (-0.134, -3.848, 1.912)
C (0.538, -5.063, 1.966)
C (1.198, -5.565, 0.851)
C (1.173, -4.840, -0.331)
C (0.494, -3.631, -0.391)
H (-1.748, -1.863, 1.025)
H (-0.924, -1.605, -0.350)
H (-0.632, -3.470, 2.796)
H (0.545, -5.622, 2.894)
H (1.717, -6.513, 0.902)
H (1.666, -5.223, -1.217)
H (0.425, -3.093, -1.331)
Cl (-1.461, 3.287, 2.726)
Si (-0.747, 3.318, 0.706)
Cl (0.236, 5.142, 0.560)
Cl (-2.532, 3.699, -0.382)

HOMO energy   -9.99 eV
Energy relative to the best compared isomer or geometry (same formula, charge and spin)   0.345 eV
Total charge   +1
E_LUMO   -2.606 eV
Orbital gap   7.4 eV

***

Record 5
Formula: C38H50N3OSi
Source: the OMol25 dataset
Level of theory: ωB97M-V/def2-TZVPD

Geometry (Å):
C (4.249, 2.568, -3.215)
C (3.519, 2.784, -1.888)
C (2.115, 2.161, -1.866)
C (1.030, 3.129, -2.335)
N (-0.092, 3.254, -1.682)
C (-0.895, 4.437, -1.923)
C (-0.210, 5.495, -2.754)
C (0.442, 4.841, -3.945)
N (1.346, 3.817, -3.472)
C (2.172, 3.193, -4.516)
C (3.668, 3.429, -4.330)
H (5.312, 2.813, -3.097)
H (4.191, 1.509, -3.509)
H (4.116, 2.335, -1.084)
H (3.456, 3.862, -1.676)
H (2.079, 1.247, -2.486)
H (1.873, 1.868, -0.836)
H (-1.826, 4.145, -2.442)
H (-1.193, 4.850, -0.952)
H (-0.938, 6.233, -3.098)
H (0.529, 6.019, -2.139)
H (-0.325, 4.382, -4.588)
H (1.001, 5.564, -4.549)
H (1.965, 2.113, -4.571)
H (1.862, 3.624, -5.475)
H (3.858, 4.492, -4.125)
H (4.168, 3.199, -5.278)
C (2.958, -3.909, 3.983)
Si (2.181, -4.514, 2.411)
C (3.389, -5.261, 1.209)
C (0.861, -5.779, 2.782)
O (1.553, -3.213, 1.594)
C (0.435, -2.345, 1.515)
C (-0.635, -2.920, 0.565)
C (-0.358, -4.009, -0.263)
C (-1.349, -4.482, -1.127)
C (-2.592, -3.852, -1.178)
C (-2.864, -2.746, -0.361)
C (-1.896, -2.310, 0.545)
C (-0.124, -2.147, 2.936)
C (-1.104, -3.041, 3.376)
C (-1.548, -3.006, 4.703)
C (-0.988, -2.096, 5.597)
C (0.027, -1.235, 5.168)
C (0.472, -1.267, 3.839)
C (1.021, -1.069, 0.789)
C (1.557, -1.426, -0.616)
C (0.472, -1.046, -1.613)
C (-0.371, 0.029, -0.910)
N (0.027, -0.017, 0.488)
C (-0.347, 0.958, 1.319)
C (-1.387, 1.863, 1.062)
C (-2.066, 2.251, -0.078)
C (-3.466, 2.669, 0.065)
C (-4.011, 3.820, -0.552)
C (-5.367, 4.130, -0.430)
C (-6.217, 3.317, 0.331)
C (-5.690, 2.189, 0.981)
C (-4.336, 1.879, 0.867)
H (3.480, -4.752, 4.460)
H (3.692, -3.117, 3.784)
H (2.218, -3.519, 4.693)
H (3.915, -6.101, 1.685)
H (2.874, -5.646, 0.318)
H (4.135, -4.528, 0.879)
H (1.378, -6.737, 2.949)
H (0.293, -5.533, 3.687)
H (0.157, -5.910, 1.949)
H (0.622, -4.498, -0.225)
H (-1.122, -5.344, -1.759)
H (-3.361, -4.216, -1.861)
H (-3.821, -2.220, -0.410)
H (-2.117, -1.509, 1.259)
H (-1.514, -3.783, 2.687)
H (-2.327, -3.704, 5.013)
H (-1.336, -2.065, 6.632)
H (0.490, -0.534, 5.864)
H (1.294, -0.627, 3.509)
H (1.824, -0.664, 1.427)
H (2.430, -0.778, -0.771)
H (1.896, -2.460, -0.697)
H (0.876, -0.657, -2.554)
H (-0.167, -1.898, -1.867)
H (-0.163, 1.018, -1.339)
H (-1.449, -0.145, -1.017)
H (0.133, 1.003, 2.296)
H (-1.731, 2.343, 1.991)
H (-1.676, 2.197, -1.089)
H (-3.342, 4.481, -1.104)
H (-5.768, 5.012, -0.935)
H (-7.276, 3.565, 0.423)
H (-6.335, 1.544, 1.578)
H (-3.912, 1.008, 1.377)

HOMO energy   -10.66 eV
Total charge   +1
E_LUMO   -3.930 eV
Orbital gap   6.7 eV

***

- What is the HOMO energy in the third record?
  -4.42 eV

***

- Look up the HOMO energy of the first one.
  -2.27 eV

***

- The highest E_LUMO belongs to which entry?
  C38H48BrMgN2O2PS2SeSi

***

- Number 3 is which compound?
  C38H49BClF4NNbO6S